A molecular structure, C38H34N19O3Ti, computed with ωB97M-V with the def2-TZVPD basis set.

Results
Kohn-Sham gap (spin up / spin down) ... 0.181 / 0.180 hartree
Total charge ... +1
HOMO level (spin up / spin down) ... -8.109 / -8.101 eV
E ... -97522.6675 eV

Atoms and positions in Å:
1 Ti 0.766 1.033 -0.279
2 C -0.745 -0.670 5.168
3 N -0.026 -0.362 3.937
4 C -0.463 0.235 2.828
5 N 0.481 0.204 1.901
6 C 1.503 -0.455 2.525
7 N 1.229 -0.815 3.751
8 C -1.141 -2.125 5.223
9 C -0.813 -2.921 6.310
10 C -1.189 -4.259 6.335
11 C -1.880 -4.813 5.272
12 C -2.205 -4.015 4.178
13 C -1.842 -2.676 4.162
14 C -2.916 -4.575 3.033
15 N -3.334 -5.773 2.829
16 N -3.929 -5.772 1.572
17 C -3.821 -4.574 1.121
18 O -3.189 -3.748 1.992
19 C -4.261 -4.018 -0.155
20 C -4.798 -4.852 -1.130
21 C -5.190 -4.313 -2.343
22 C -5.044 -2.955 -2.588
23 C -4.519 -2.117 -1.610
24 C -4.424 -0.635 -1.882
25 N -3.385 0.032 -1.105
26 C -2.071 -0.169 -1.126
27 N -1.478 0.694 -0.314
28 C -2.516 1.417 0.188
29 N -3.687 1.040 -0.259
30 C -4.130 -2.653 -0.393
31 H -1.621 -0.020 5.193
32 H -0.098 -0.407 6.002
33 H -1.450 0.658 2.730
34 H 2.456 -0.662 2.064
35 H -0.254 -2.502 7.138
36 H -0.928 -4.875 7.185
37 H -2.167 -5.856 5.273
38 H -2.097 -2.069 3.302
39 H -4.893 -5.910 -0.929
40 H -5.602 -4.956 -3.109
41 H -5.344 -2.545 -3.545
42 H -5.349 -0.121 -1.622
43 H -4.231 -0.456 -2.940
44 H -1.579 -0.928 -1.710
45 H -2.400 2.245 0.869
46 H -3.724 -2.017 0.382
47 C 6.495 0.593 -0.634
48 N 5.142 0.252 -1.049
49 C 4.951 -0.670 -2.159
50 C 4.063 0.850 -0.516
51 N 2.845 0.685 -0.926
52 N 4.319 1.712 0.537
53 C 3.368 2.339 1.306
54 N 3.906 3.115 2.295
55 N 2.109 2.150 1.145
56 H 7.194 0.072 -1.278
57 H 6.695 0.262 0.389
58 H 6.694 1.663 -0.734
59 H 5.880 -1.205 -2.328
60 H 4.670 -0.145 -3.075
61 H 4.203 -1.419 -1.901
62 H 2.819 0.060 -1.721
63 H 5.263 1.749 0.879
64 H 4.835 3.482 2.169
65 H 3.282 3.732 2.786
66 H 1.588 2.681 1.834
67 O 0.456 5.969 -6.140
68 N 0.308 4.778 -5.981
69 O 0.153 3.979 -6.883
70 C 0.299 4.272 -4.587
71 C 0.138 5.210 -3.632
72 C 0.066 4.866 -2.242
73 C -0.198 5.793 -1.243
74 C -0.316 5.320 0.082
75 C -0.110 3.998 0.349
76 N 0.211 3.063 -0.596
77 C 0.231 3.509 -1.902
78 C 0.435 2.543 -2.897
79 N 0.591 1.258 -2.441
80 C 0.712 0.285 -3.344
81 C 0.718 0.517 -4.706
82 C 0.593 1.815 -5.186
83 C 0.439 2.866 -4.287
84 H 0.039 6.245 -3.927
85 H -0.334 6.837 -1.485
86 H -0.566 5.990 0.892
87 H -0.205 3.639 1.369
88 H 0.819 -0.717 -2.947
89 H 0.826 -0.314 -5.388
90 H 0.604 2.002 -6.245
91 N 0.764 -1.097 -0.659
92 C 1.385 -1.944 -0.135
93 N 2.081 -2.851 0.427
94 C 3.361 -2.524 0.582
95 N 4.475 -2.235 0.713